Computed, not measured: a molecular structure, C25H28N4NiSeSi, with wB97M-V/def2-TZVPD.

The value obtained for the HOMO-LUMO gap (alpha / beta) is 6.8 / 5.9 eV. As for the multiplicity: 3. The expectation value of S² is 2.0453. The HOMO energy (alpha / beta) is -6.95 / -6.95 eV.

Geometry (Å):
1 Ni -0.5680 -2.1444 0.1011
2 N -0.2715 2.7795 -0.7933
3 C 1.3226 1.1496 0.8320
4 C 2.6252 1.5071 1.1669
5 C 3.7071 0.8252 0.6662
6 C 3.4761 -0.2456 -0.2017
7 C 2.1985 -0.5554 -0.5584
8 N 1.1358 0.1434 -0.0506
9 C -0.9164 1.9486 0.2080
10 C -2.2281 2.5084 0.6918
11 C -3.4067 1.8989 0.5334
12 C -3.5001 0.6162 -0.1154
13 C -2.3451 0.0502 -0.5124
14 N -1.1303 0.6296 -0.3083
15 H -0.1552 3.7331 -0.4795
16 H 2.7508 2.3192 1.8681
17 H 4.7118 1.1053 0.9472
18 H 4.2807 -0.8352 -0.6152
19 H 1.9153 -1.3550 -1.2275
20 H -2.1558 3.4627 1.1990
21 H -4.3043 2.3800 0.9010
22 H -4.4426 0.1369 -0.3220
23 H -2.3009 -0.8903 -1.0561
24 C -1.9253 1.9874 -3.2013
25 Si -0.2875 2.6093 -2.5385
26 C 0.0426 4.3533 -3.1384
27 C 1.0834 1.4709 -3.1150
28 N -0.0652 -0.2813 -0.5314
29 C 0.0992 1.7788 1.4413
30 C 0.4226 3.1092 2.0512
31 C 0.1331 3.4189 3.3388
32 C -0.4633 2.4821 4.2096
33 C -0.7551 1.1902 3.7287
34 C -0.4997 0.8387 2.4461
35 H -2.0017 2.2190 -4.2658
36 H -2.7719 2.4489 -2.6919
37 H -2.0211 0.9068 -3.0955
38 H 0.0616 4.3877 -4.2282
39 H 1.0081 4.7193 -2.7854
40 H -0.7300 5.0444 -2.7990
41 H 1.2403 1.5841 -4.1895
42 H 0.8373 0.4262 -2.9221
43 H 2.0264 1.7007 -2.6145
44 H 0.8987 3.8450 1.4150
45 H 0.3691 4.4090 3.7090
46 H -0.6817 2.7490 5.2327
47 H -1.2010 0.4627 4.3947
48 H -0.7401 -0.1618 2.0983
49 Se 0.1772 -3.8288 -1.2875
50 C 0.3399 -5.4336 -0.2488
51 C 1.5777 -6.0556 -0.1155
52 C 1.7022 -7.2381 0.5977
53 C 0.5930 -7.8177 1.1953
54 C -0.6459 -7.2048 1.0650
55 C -0.7722 -6.0275 0.3455
56 H 2.4505 -5.6075 -0.5736
57 H 2.6746 -7.7059 0.6885
58 H 0.6912 -8.7390 1.7547
59 H -1.5228 -7.6470 1.5212
60 H -1.7430 -5.5606 0.2345